# 1
Here is a molecular structure, C33H46CdP2Si from the Open Molecules 2025 dataset. Energies are from ωB97M-V/def2-TZVPD.

Calculated values
* highest occupied orbital energy: -5.40 eV
* LUMO level: -0.0027 hartree
* molecular weight: 645.2 g mol⁻¹
* ΔE to the lowest compared entry with this formula, charge and spin: 0.000 eV
* total charge: 0

CARTESIAN COORDINATES (ANGSTROEM)
P -2.1856 -3.9831 -3.4749
P 0.7387 -4.5306 -2.5495
C -1.2431 -5.3248 -4.3835
C -0.1088 -5.8849 -3.5287
H -0.8570 -4.8769 -5.3101
H -1.9553 -6.1147 -4.6569
H -0.4849 -6.6210 -2.8042
H 0.6478 -6.3770 -4.1542
C 2.1247 -4.2201 -3.7288
H 2.8803 -3.5981 -3.2294
H 1.7572 -3.6841 -4.6138
H 2.5709 -5.1786 -4.0318
C 1.6461 -5.6232 -1.3783
H 2.1896 -6.4053 -1.9304
H 0.9304 -6.0852 -0.6834
H 2.3537 -5.0103 -0.8021
C -3.0871 -3.3052 -4.9292
H -3.8434 -2.5918 -4.5718
H -3.5729 -4.1195 -5.4885
H -2.3786 -2.7741 -5.5808
C -3.5394 -5.0540 -2.8201
H -3.1639 -5.6824 -2.0020
H -3.9292 -5.6886 -3.6295
H -4.3411 -4.4117 -2.4309
Cd -0.7072 1.5085 0.4228
C 0.3753 -0.7630 0.5452
C 0.8247 -0.0848 -0.5691
C 0.4435 -0.4403 -1.9908
C -0.7630 0.3473 -2.5714
C -1.9063 0.5647 -1.6171
C -2.3609 -0.3243 -0.6837
C -1.8337 -1.7069 -0.4591
C -0.6579 -1.8485 0.5596
C -2.3441 2.8450 0.8392
H 0.9640 -0.6851 1.4678
H 1.7418 0.5218 -0.4669
H 0.2608 -1.5201 -2.1035
H 1.3157 -0.2268 -2.6328
H -0.4001 1.3315 -2.9124
H -1.1183 -0.1606 -3.4848
H -2.5320 1.4348 -1.8546
H -3.2542 -0.0621 -0.1004
H -1.5556 -2.1863 -1.4118
H -2.6685 -2.3121 -0.0658
H -1.0895 -1.9007 1.5747
H -0.1866 -2.8380 0.4079
H -2.4565 3.0593 1.9131
H -3.2595 2.3583 0.4662
H -2.1939 3.8034 0.3073
C 5.4417 2.3251 3.1927
C 4.5819 1.2300 3.3904
C 3.2307 1.3273 3.0312
C 2.7252 2.5219 2.4771
C 3.6088 3.5936 2.2292
C 4.9556 3.4987 2.6058
Si 0.9051 2.7217 2.1919
C -0.0433 2.3850 3.7689
C -0.9602 1.3160 3.9183
C -1.6728 1.1657 5.1134
C -1.4467 2.0356 6.1847
C -0.5065 3.0652 6.0614
C 0.1968 3.2397 4.8611
C 0.6000 4.3638 1.3568
C -0.1318 5.3817 1.9964
C -0.3924 6.5842 1.3195
C 0.0873 6.7849 0.0196
C 0.8060 5.7695 -0.6244
C 1.0589 4.5631 0.0352
H 6.4939 2.2498 3.4781
H 4.9611 0.3046 3.8247
H 2.5592 0.4817 3.2025
H 3.2325 4.5070 1.7624
H 5.6228 4.3479 2.4306
H -1.1278 0.6105 3.0923
H -2.4096 0.3626 5.2028
H -2.0014 1.9097 7.1201
H -0.3161 3.7404 6.8956
H 0.9397 4.0403 4.7756
H -0.5013 5.2308 3.0122
H -0.9725 7.3582 1.8218
H -0.1076 7.7293 -0.4941
H 1.1764 5.9157 -1.6423
H 1.6196 3.7691 -0.4784

# 2
Here is a molecular structure, C32H29FN4O3RuSb from the Open Molecules 2025 dataset. Energies are from ωB97M-V/def2-TZVPD.

Calculated values
* highest occupied orbital energy (spin up / spin down): -13.35 / -13.35 eV
* LUMO level (spin up / spin down): -0.2892 / -0.2960 hartree
* molecular weight: 759.4 g mol⁻¹
* multiplicity: 2
* total charge: +2

CARTESIAN COORDINATES (ANGSTROEM)
Ru 0.2563 0.0532 0.0902
C 2.7460 0.0789 2.4208
C 1.4528 0.0476 3.1437
C 1.4263 0.0308 4.5395
C 0.2213 -0.0031 5.2089
C -0.9518 -0.0081 4.4656
C -0.8536 0.0100 3.0860
N 0.3056 0.0323 2.4507
Sb -2.7745 0.0237 2.0102
C -2.3852 1.7075 0.5946
C -3.4769 2.5494 0.4808
C -3.3540 3.6680 -0.3295
C -2.1603 3.8839 -0.9832
C -1.0972 2.9942 -0.8151
C 0.1834 3.2495 -1.5207
N -1.2384 1.9257 -0.0247
C -2.3907 -1.6480 0.6044
C -3.4473 -2.5361 0.4967
C -3.2946 -3.6371 -0.3341
C -2.1056 -3.7897 -1.0156
C -1.0831 -2.8522 -0.8590
C 0.1927 -3.0304 -1.6038
N -1.2488 -1.8012 -0.0494
H 3.5713 0.1312 3.1254
H 2.8630 -0.8184 1.8063
H 2.7920 0.9418 1.7493
H 2.3608 0.0434 5.0756
H 0.1880 -0.0244 6.2878
H -1.9207 -0.0216 4.9432
H -4.3900 2.3348 1.0185
H -4.1757 4.3590 -0.4280
H -2.0282 4.7373 -1.6276
H 0.4015 4.3148 -1.5316
H 1.0082 2.7263 -1.0395
H 0.1037 2.9163 -2.5567
H -4.3595 -2.3709 1.0537
H -4.0874 -4.3630 -0.4280
H -1.9499 -4.6346 -1.6685
H 0.4180 -4.0895 -1.7083
H 0.0854 -2.6144 -2.6070
H 1.0232 -2.5344 -1.0995
C 5.3186 -1.2842 -4.7116
C 4.3466 -0.4037 -5.4999
C 3.9621 -1.1261 -6.7872
C 2.9227 -0.3316 -7.5628
C 1.7160 -0.1650 -6.6983
C 0.4511 -0.1355 -7.2420
C -0.6670 -0.0166 -6.4189
F -1.8763 -0.0233 -6.9662
C -0.5430 0.0880 -5.0515
C 0.7312 0.0718 -4.4790
C 0.8460 0.1515 -3.0324
O -0.1617 0.1499 -2.2865
C 2.1928 0.2107 -2.5496
C 3.2568 0.0878 -3.3936
N 3.1317 -0.1094 -4.7143
C 1.8849 -0.0676 -5.2925
C 2.3091 0.2612 -1.0359
O 2.3185 1.3546 -0.4448
O 2.2833 -0.8625 -0.4653
H 6.0754 -1.6634 -5.3936
H 4.7943 -2.1364 -4.2815
H 5.8447 -0.7503 -3.9257
H 4.8295 0.5547 -5.7411
H 3.5527 -2.1091 -6.5385
H 4.8596 -1.2748 -7.3854
H 2.6634 -0.8558 -8.4818
H 3.3176 0.6495 -7.8465
H 0.3113 -0.2132 -8.3102
H -1.4114 0.1825 -4.4189
H 4.2539 0.1314 -2.9851

# 3
Here is a molecular structure, C33H34ClF4GeN2O5SSc from the Open Molecules 2025 dataset. Energies are from ωB97M-V/def2-TZVPD.

Calculated values
* highest occupied orbital energy: -0.77 eV
* LUMO level: 0.1656 hartree
* molecular weight: 799.7 g mol⁻¹
* ΔE to the lowest compared entry with this formula, charge and spin: 2.936 eV
* total charge: -2

CARTESIAN COORDINATES (ANGSTROEM)
Sc -0.1636 -0.1420 0.0867
C 3.2604 -0.9975 -0.8595
N 2.4402 -1.2053 0.3161
C 2.5946 -2.5616 0.7964
C 2.7536 -0.2055 1.3229
C 1.9264 -0.3927 2.5924
N 0.5447 -0.6602 2.2624
C -0.2292 -1.1524 3.2053
C -1.5804 -1.4623 2.8530
F -1.9163 -1.1155 1.5701
C -2.5099 -2.0045 3.6961
F -3.7625 -2.2884 3.2700
C -2.1879 -2.2821 5.0218
C -0.9005 -1.9704 5.4243
F -0.5743 -2.2228 6.7254
C 0.0489 -1.4358 4.5838
F 1.2609 -1.1327 5.1532
H 4.3381 -1.1358 -0.6380
H 3.0831 0.0070 -1.2361
H 2.9495 -1.7014 -1.6272
H 3.6336 -2.7846 1.1105
H 2.3187 -3.2454 -0.0029
H 1.9224 -2.7430 1.6302
H 2.5294 0.7769 0.8908
H 3.8278 -0.2391 1.6045
H 2.0072 0.5253 3.1927
H 2.3639 -1.2139 3.1803
H -2.9059 -2.6835 5.7135
O -2.0130 -1.6884 -2.6530
Cl -2.1005 -1.5840 -1.2414
O -3.3138 -2.1966 -0.8142
O -2.1087 -0.2021 -0.8607
O -1.0025 -2.2514 -0.6137
O 0.6347 -0.1872 -1.5252
S 0.9892 1.4486 -2.0249
C -0.2386 1.1544 -3.3950
C -0.4133 2.3652 -4.2773
C 0.9392 3.0657 -4.2653
C 1.2038 3.2959 -2.8031
H -1.1353 0.7869 -2.9062
H 0.2121 0.3278 -3.9443
H -1.1621 3.0434 -3.8582
H -0.7311 2.0748 -5.2866
H 0.9318 3.9728 -4.8876
H 1.6996 2.3880 -4.6691
H 0.4883 3.9980 -2.3785
H 2.2186 3.6230 -2.5918
C 0.4495 1.9463 -0.4052
Ge -1.2211 2.8710 -0.1491
C -3.1194 3.1700 -0.9557
C -4.0444 3.9968 -0.3287
C -5.3098 4.1880 -0.8579
C -5.6728 3.5598 -2.0370
C -4.7698 2.7219 -2.6662
C -3.5110 2.5299 -2.1226
C -1.7205 2.1064 1.6320
C -2.9764 1.5946 1.9424
C -3.2770 1.1555 3.2213
C -2.3276 1.2380 4.2274
C -1.0600 1.7193 3.9321
C -0.7629 2.1354 2.6471
C -0.9837 4.8387 0.5559
C -0.3884 5.8345 -0.2116
C -0.1570 7.1095 0.2755
C -0.5201 7.4335 1.5727
C -1.1057 6.4603 2.3653
C -1.3320 5.1919 1.8574
H -3.7690 4.4876 0.5958
H -6.0234 4.8352 -0.3592
H -6.6535 3.7243 -2.4686
H -5.0553 2.2203 -3.5833
H -2.8218 1.8526 -2.6042
H -3.7309 1.5543 1.1665
H -4.2557 0.7427 3.4405
H -2.5659 0.9192 5.2366
H -0.3127 1.7707 4.7170
H 0.2159 2.5424 2.4102
H -0.1073 5.6014 -1.2280
H 0.3065 7.8615 -0.3540
H -0.3596 8.4359 1.9567
H -1.3897 6.6956 3.3880
H -1.8052 4.4527 2.4911

# 4
Here is 2 unconnected molecules or ions with the total composition C5H11NO from the Open Molecules 2025 dataset. Energies are from ωB97M-V/def2-TZVPD.

Calculated values
* highest occupied orbital energy: -9.75 eV
* LUMO level: -0.0219 hartree
* molecular weight: 101.1 g mol⁻¹
* ΔE to the lowest compared entry with this formula, charge and spin: 4.154 eV
* total charge: 0

CARTESIAN COORDINATES (ANGSTROEM)
C -0.2801 1.7640 -2.6069
N 0.6479 0.6515 -0.9239
C -0.3913 0.1923 -0.2868
O -1.6070 0.2908 -0.3385
C 0.4782 -0.6376 0.8289
C 0.1885 0.0290 2.1720
C 0.0835 -2.1100 0.7814
H 0.4060 1.3835 -3.3637
H -0.4384 2.8443 -2.6667
H -1.1963 1.1939 -2.4662
H 0.2653 1.8047 -1.6022
H 1.5521 -0.5691 0.6450
H -0.8863 -0.0105 2.3597
H 0.5139 1.0732 2.1587
H 0.7146 -0.4693 3.0013
H 0.5976 -2.6996 1.5588
H -0.9939 -2.1868 0.9364
H 0.3454 -2.5443 -0.1874

# 5
Here is a single C20H23N3O5S molecule from the Open Molecules 2025 dataset. Energies are from ωB97M-V/def2-TZVPD.

Calculated values
* highest occupied orbital energy: -8.84 eV
* LUMO level: 0.0075 hartree
* molecular weight: 417.5 g mol⁻¹
* ΔE to the lowest compared entry with this formula, charge and spin: 0.943 eV
* total charge: 0

CARTESIAN COORDINATES (ANGSTROEM)
C 5.2163 3.5098 -1.0706
C 5.0305 2.0091 -1.1477
O 5.7502 1.2802 -1.7850
N 3.9522 1.5867 -0.4131
C 3.4654 0.2939 -0.2307
C 2.3290 0.1333 0.5653
C 1.7907 -1.1177 0.7758
C 2.3785 -2.2393 0.1954
C 1.8629 -3.6054 0.4615
O 2.5839 -4.5393 0.7393
N 0.4973 -3.7770 0.4610
C -0.5137 -2.9829 -0.0673
C -1.7944 -3.0796 0.4832
C -2.8281 -2.3100 -0.0150
C -2.5888 -1.4471 -1.0664
S -3.8906 -0.3826 -1.6661
O -3.7425 -0.2333 -3.0842
O -5.1409 -0.8211 -1.1178
N -3.4588 1.0554 -0.9461
C -4.2943 1.6612 0.0611
C -3.4792 2.0368 1.3099
C -2.7415 0.8360 1.9256
C -1.3024 1.0292 1.4525
C -1.2159 2.5511 1.3630
O -2.4908 2.9952 0.9491
C -1.3364 -1.3655 -1.6457
C -0.2992 -2.1365 -1.1582
C 3.5315 -2.0814 -0.5680
C 4.0674 -0.8297 -0.7943
H 4.3355 4.0192 -1.4562
H 5.3775 3.8170 -0.0393
H 6.0799 3.7915 -1.6656
H 3.4292 2.3032 0.0722
H 1.8695 0.9988 1.0231
H 0.9207 -1.2279 1.4054
H 0.2033 -4.6602 0.8622
H -1.9699 -3.7606 1.3029
H -3.8264 -2.3752 0.3880
H -3.0144 1.6990 -1.5773
H -5.0581 0.9268 0.3226
H -4.7863 2.5617 -0.3206
H -4.1670 2.4977 2.0330
H -2.7940 0.8793 3.0138
H -3.1664 -0.1049 1.5854
H -1.1654 0.5820 0.4678
H -0.5725 0.6152 2.1446
H -0.9749 2.9830 2.3468
H -0.4858 2.9070 0.6325
H -1.1972 -0.7153 -2.4942
H 0.6710 -2.0966 -1.6261
H 4.0013 -2.9563 -0.9903
H 4.9520 -0.7139 -1.3971

# 6
Here is 2 unconnected molecules or ions with the total composition C4H12 from the Open Molecules 2025 dataset. Energies are from ωB97M-V/def2-TZVPD.

Calculated values
* highest occupied orbital energy: -11.73 eV
* LUMO level: 0.0425 hartree
* molecular weight: 60.1 g mol⁻¹
* ΔE to the lowest compared entry with this formula, charge and spin: 0.172 eV
* total charge: 0

CARTESIAN COORDINATES (ANGSTROEM)
C -0.2590 2.8036 -0.9554
C 0.1968 1.4863 -0.2605
H -0.9496 2.5902 -1.7653
H -0.6755 3.4924 -0.2220
H 0.6165 3.2971 -1.3802
H -0.2284 1.4474 0.7434
H -0.1385 0.6048 -0.7941
H 1.2686 1.5161 -0.0929
C 0.8003 -2.0380 0.5814
C -0.7129 -2.2477 0.6328
H 1.0385 -1.1483 0.0026
H 1.2068 -1.8456 1.5736
H 1.3512 -2.8694 0.1378
H -1.1093 -2.2956 -0.3782
H -1.1708 -1.4030 1.1410
H -0.9897 -3.1730 1.1395

# 7
Here is a single C4H5N3 molecule from the Open Molecules 2025 dataset. Energies are from ωB97M-V/def2-TZVPD.

Calculated values
* highest occupied orbital energy: -8.59 eV
* LUMO level: 0.0318 hartree
* molecular weight: 95.1 g mol⁻¹
* ΔE to the lowest compared entry with this formula, charge and spin: 0.627 eV
* total charge: 0

CARTESIAN COORDINATES (ANGSTROEM)
N -2.0042 0.0910 0.1017
C -0.6307 -0.0171 0.0241
C 0.1496 1.1474 -0.0413
N 1.4752 1.1310 -0.0611
C 2.0660 -0.0616 -0.0281
N 1.4446 -1.2438 0.0030
C 0.1092 -1.2234 0.0220
H -2.4409 0.9947 -0.0105
H -2.6195 -0.7024 0.0729
H -0.3211 2.1346 -0.0782
H 3.1570 -0.0481 -0.0360
H -0.3853 -2.2022 0.0316

# 8
Here is a molecular structure, C43H47IN5O3P2RuS2Se2Si from the Open Molecules 2025 dataset. Energies are from ωB97M-V/def2-TZVPD.

Calculated values
* highest occupied orbital energy (spin up / spin down): -9.90 / -9.89 eV
* LUMO level (spin up / spin down): -0.1174 / -0.2249 hartree
* molecular weight: 1221.9 g mol⁻¹
* multiplicity: 5
* ΔE to the lowest compared entry with this formula, charge and spin: 2.423 eV
* total charge: +1

CARTESIAN COORDINATES (ANGSTROEM)
Ru 0.1796 0.7350 0.2207
Se -2.2127 4.1235 -1.8011
P -1.5887 2.2717 -2.6811
Se 0.4663 1.6161 -2.1058
C -2.8023 0.9408 -2.3051
C -2.5974 -0.0025 -1.3094
C -3.5613 -0.9592 -1.0408
C -4.7473 -0.9639 -1.7559
C -4.9567 -0.0230 -2.7509
C -3.9925 0.9295 -3.0282
C -1.6596 2.4138 -4.4938
C -1.9133 3.6285 -5.1128
C -2.0852 3.6707 -6.4853
C -1.9916 2.5090 -7.2346
C -1.7204 1.2984 -6.6149
C -1.5512 1.2492 -5.2449
H -1.6634 -0.0094 -0.7165
H -3.3829 -1.7027 -0.2793
H -5.5117 -1.6910 -1.5269
H -5.8757 -0.0332 -3.3163
H -4.1655 1.6687 -3.7986
H -1.9862 4.5371 -4.5310
H -2.3066 4.6115 -6.9661
H -2.1277 2.5474 -8.3045
H -1.6592 0.3939 -7.2023
H -1.3467 0.3158 -4.7453
C -1.6524 2.8938 4.6185
C -1.0403 2.0277 5.6996
C -0.6322 2.8260 6.9293
O 0.1408 1.3307 5.2638
P 0.8179 0.9599 3.8861
S 2.2992 -0.2272 4.4729
S -0.4930 0.0965 2.5817
O 1.2968 2.3338 3.2011
C 2.4023 3.0359 3.8273
C 3.7043 2.6780 3.1321
C 2.1283 4.5291 3.7547
H -2.5660 3.3448 4.9959
H -1.8972 2.2831 3.7531
H -0.9692 3.6840 4.3143
H -1.7540 1.2460 5.9831
H 0.0251 3.6494 6.6558
H -0.1110 2.1764 7.6276
H -1.5147 3.2262 7.4192
H 2.4494 2.7200 4.8774
H 3.7022 3.0495 2.1111
H 3.8400 1.5993 3.1043
H 4.5302 3.1225 3.6800
H 2.0515 4.8401 2.7170
H 2.9528 5.0615 4.2208
H 1.2080 4.7839 4.2737
N 1.8934 -2.5596 2.1174
C 3.1618 -2.1356 2.0930
N 4.1271 -2.9210 2.5800
N 3.5210 -0.9904 1.5690
C 2.8091 -0.0501 1.1139
N 2.3495 0.9508 0.7167
H 1.6326 -3.4308 2.5414
H 1.1646 -1.9959 1.7053
H 3.9026 -3.7214 3.1418
H 5.0501 -2.5326 2.6731
I -4.3485 3.9687 2.0716
C -2.3161 3.8653 1.5532
C -1.5004 4.9861 1.5990
C -0.1800 4.8450 1.2034
C 0.2794 3.6038 0.7988
N -0.5069 2.5265 0.7886
C -1.7846 2.6525 1.1518
H -1.8876 5.9367 1.9276
H 0.4891 5.6914 1.2079
H 1.3013 3.4389 0.4757
H -2.4047 1.7596 1.1240
O 0.5780 -1.1351 -0.4721
Si 0.6834 -2.5958 -1.0606
C 2.5160 -3.1113 -0.8522
C 3.5045 -2.1936 -1.1806
C 4.8401 -2.5320 -1.0480
C 5.1893 -3.7966 -0.6071
C 4.2075 -4.7244 -0.3061
C 2.8720 -4.3815 -0.4295
C 0.4613 -2.8917 -2.9346
C 0.0392 -1.8863 -3.7895
C -0.0904 -2.1288 -5.1462
C 0.1914 -3.3823 -5.6584
C 0.6192 -4.3916 -4.8133
C 0.7652 -4.1411 -3.4608
C -0.6513 -3.6068 -0.1529
C -1.3618 -2.9589 0.8535
C -2.3714 -3.5984 1.5458
C -2.7050 -4.9039 1.2244
C -2.0238 -5.5559 0.2092
C -1.0036 -4.9131 -0.4715
H 3.2246 -1.2078 -1.5272
H 5.6025 -1.8076 -1.2934
H 6.2301 -4.0600 -0.4999
H 4.4793 -5.7164 0.0214
H 2.1048 -5.1029 -0.1889
H -0.1720 -0.9083 -3.3772
H -0.3996 -1.3405 -5.8157
H 0.0859 -3.5698 -6.7166
H 0.8526 -5.3681 -5.2107
H 1.1343 -4.9242 -2.8153
H -1.1284 -1.9270 1.0902
H -2.9023 -3.0694 2.3224
H -3.5009 -5.4059 1.7545
H -2.2920 -6.5704 -0.0506
H -0.4885 -5.4291 -1.2669